88
Properties=species:S:1:pos:R:3:forces:R:3 method="wB97M-V/def2-TZVPD" relative_energy_kj_mol=310.9 homo_energy_ha=-0.258 fmax_ev_per_a=3.7 energy_ev=-71889.450 total_charge=0
C 5.92568 3.61183 2.26158 0.14 -0.06 -0.45
C 4.59483 2.89720 2.56146 -0.05 0.12 0.63
N 4.24137 1.80216 1.65905 0.54 0.23 0.08
C 3.21578 0.97604 2.04474 -0.80 0.19 -0.82
C 3.03402 -0.28572 1.45530 0.13 -0.45 -0.22
C 1.93202 -1.06594 1.76921 0.46 -0.13 0.27
C 0.98012 -0.64206 2.69118 -0.39 -0.92 0.44
C -0.19331 -1.57336 2.95873 1.18 0.77 -3.43
C -1.48126 -0.71528 2.88266 -0.39 0.04 0.42
C -1.47840 0.11273 1.75874 0.38 -0.07 -0.17
C -2.51797 0.94006 1.36060 0.19 -0.30 -0.03
C -3.72046 0.93772 2.08927 0.67 -0.48 0.14
N -4.80898 1.69544 1.69955 -1.09 0.11 -0.46
C -5.73010 2.09661 2.74917 -0.40 0.78 0.50
C -7.03616 2.73341 2.24499 0.33 -0.07 -0.17
O -6.80664 3.68278 1.21688 0.18 -0.50 -0.13
C -6.15952 3.07302 0.10146 -0.15 0.07 0.35
C -4.78009 2.50213 0.46700 0.12 0.37 0.45
C -3.74275 0.11248 3.24898 0.05 0.30 0.00
C -2.63888 -0.63015 3.67993 0.06 -0.06 -0.08
C 1.12637 0.63713 3.24849 0.20 -0.06 0.35
C 2.19372 1.45275 2.89010 -0.39 0.06 0.78
C 5.13754 1.34572 0.60868 0.38 -0.08 0.20
C 6.17193 2.40741 0.26776 0.20 -0.13 0.54
O 6.81908 2.85104 1.45982 -0.46 0.14 -0.16
H 5.70075 4.56788 1.75325 0.25 -0.20 0.13
H 6.46907 3.80192 3.19859 -0.31 0.09 -0.34
H 4.65197 2.53501 3.61201 -0.25 -0.02 -0.65
H 3.79884 3.66346 2.51607 0.28 -0.24 0.15
H 3.75597 -0.70224 0.75258 -0.15 0.26 0.24
H 1.84237 -2.08498 1.36797 0.04 0.60 -0.09
H -0.15562 -2.26166 2.01178 -0.52 1.07 1.64
H -0.53793 0.10169 1.20713 -0.60 0.25 -0.32
H -2.33222 1.52391 0.45525 -0.42 -0.04 0.40
H -6.03679 1.22379 3.34126 0.18 0.32 -0.13
H -5.25974 2.84115 3.43887 -0.03 -0.51 -0.31
H -7.72104 1.93616 1.90304 0.07 0.28 -0.07
H -7.50516 3.30788 3.05492 0.08 -0.40 -0.12
H -6.79573 2.27737 -0.32694 0.06 0.20 0.17
H -6.07226 3.89913 -0.61682 0.21 -0.48 -0.02
H -4.08922 3.36323 0.56045 -0.04 -0.31 0.07
H -4.43992 1.88234 -0.37032 0.03 0.05 0.19
H -4.65443 0.00563 3.84137 0.42 0.27 -0.14
H -2.72617 -1.14957 4.64803 0.04 0.23 -0.82
H 0.41118 0.96568 4.02046 0.26 0.01 -0.66
H 2.22456 2.47621 3.28865 0.10 -0.65 -0.13
H 5.66535 0.42170 0.91186 -0.14 0.25 -0.08
H 4.54692 1.13006 -0.28960 0.06 -0.09 0.07
H 6.98333 1.98301 -0.33662 -0.43 0.11 -0.09
H 5.67674 3.23905 -0.26099 0.28 0.02 0.12
C -0.96406 -5.55009 8.88156 -0.05 0.28 0.13
C -0.41603 -4.94413 7.63009 1.15 -0.37 -1.57
C 0.49968 -5.62319 6.83285 -0.47 0.03 0.44
C 0.80260 -4.97855 5.62189 -0.28 0.87 -0.07
C 0.13027 -3.79880 5.44842 1.40 -1.33 0.58
B -0.19492 -3.21931 3.87009 -1.53 -0.05 -1.52
C 1.28679 -2.69489 4.43763 0.92 0.91 2.28
C 1.42070 -1.65320 5.37807 0.04 0.36 0.46
C 2.61442 -1.00544 5.58420 -0.11 0.16 -0.50
C 3.73120 -1.37956 4.83428 0.69 -0.14 0.25
C 4.98620 -0.55295 4.89127 0.67 0.62 -0.10
F 5.93981 -1.01014 5.75712 -0.63 0.13 -0.49
F 5.60436 -0.47435 3.66672 -0.43 -0.17 0.86
F 4.74190 0.74670 5.26829 0.06 -1.02 -0.19
C 3.69672 -2.53531 4.05526 -0.30 0.93 0.12
C 2.47808 -3.16226 3.82791 -0.39 -1.13 -0.32
O -0.08000 -4.35928 2.92101 -0.07 0.29 0.43
C -1.37324 -4.73666 2.66690 -1.16 0.53 -0.37
C -2.28700 -3.88404 3.34603 0.39 -0.76 -1.01
C -3.65497 -3.90634 3.10837 0.44 -0.06 -0.08
C -4.11267 -4.77657 2.10513 0.17 -0.31 0.00
C -3.22928 -5.63883 1.43597 -0.42 0.03 0.13
C -1.85109 -5.64746 1.72686 0.38 0.11 0.16
O -1.61256 -2.96408 4.05807 -0.94 -0.70 1.09
S -0.85881 -3.40428 6.84888 0.41 -1.27 0.07
H -0.47608 -6.52724 9.02345 -0.18 0.42 0.01
H -0.75335 -4.91108 9.74134 -0.09 -0.12 0.09
H -2.04347 -5.71753 8.82948 0.09 0.09 -0.02
H 0.95641 -6.58909 7.06522 -0.42 0.33 0.24
H 1.53769 -5.24400 4.87441 -0.12 -0.51 0.26
H 0.53840 -1.38372 5.96267 0.42 0.22 -0.25
H 2.68388 -0.16185 6.26560 -0.11 -0.16 -0.10
H 4.62268 -2.87004 3.58432 -0.45 -0.03 -0.08
H 2.47110 -4.03209 3.15822 -0.22 0.39 0.34
H -4.30772 -3.21800 3.64682 0.12 -0.21 -0.27
H -5.17727 -4.76744 1.84798 0.45 -0.11 0.09
H -3.63104 -6.31428 0.66128 0.33 0.40 0.52
H -1.15878 -6.32163 1.20487 -0.35 0.39 0.17



101
Properties=species:S:1:pos:R:3:forces:R:3 method="wB97M-V/def2-TZVPD" relative_energy_kj_mol=245.9 homo_energy_ha="-0.507 / -0.507" fmax_ev_per_a=0.7 energy_ev=-88989.069 total_charge=+2 spin_multiplicity=2
Ir 0.20813 -0.53480 0.05257 -0.07 0.52 -0.49
C -4.22871 -1.15722 1.32657 0.00 0.03 -0.05
C -2.82586 -1.31204 1.93212 0.08 0.01 -0.03
C -2.91115 -1.77067 3.38592 -0.05 0.01 -0.01
C -2.09544 -2.30069 1.07938 0.01 0.02 -0.10
C -2.40783 -3.65246 0.96549 0.00 -0.02 -0.04
C -1.63714 -4.13025 -0.07312 -0.08 -0.02 -0.04
N -0.90686 -3.12714 -0.54965 0.01 0.09 0.13
N -1.17268 -2.00032 0.14533 0.04 -0.26 0.16
B -0.01387 -3.00598 -1.76605 0.06 0.09 -0.07
N 1.44648 -2.73646 -1.31623 -0.15 0.06 0.09
C 2.59072 -3.23205 -1.78924 0.05 0.03 -0.10
C 3.56524 -2.25683 -1.71810 0.01 -0.03 -0.09
C 2.93391 -1.11394 -1.22345 -0.27 0.10 -0.19
N 1.66223 -1.45973 -0.92934 0.30 -0.14 0.39
C 3.39587 0.30726 -1.39573 0.00 -0.04 0.02
C 4.91745 0.40063 -1.45246 0.01 -0.01 0.00
C 2.80689 0.81812 -2.72079 0.06 -0.06 -0.02
N -0.47175 -1.69574 -2.48271 -0.01 0.02 -0.03
C -0.71836 -1.51303 -3.78029 -0.04 -0.07 0.03
C -0.96287 -0.17676 -4.00385 0.05 0.05 0.07
C -0.82997 0.44612 -2.76240 -0.14 -0.09 0.05
N -0.55488 -0.49046 -1.83659 0.15 -0.14 -0.15
C -1.13215 1.89062 -2.50308 -0.13 -0.05 -0.07
C -0.12183 2.63049 -1.63379 -0.01 0.03 0.01
C -2.56795 1.98695 -1.97408 0.07 0.03 0.00
H -4.85742 -0.51276 1.93669 -0.04 0.09 0.07
H -4.18828 -0.75500 0.31236 0.00 0.01 0.00
H -4.72467 -2.12689 1.27769 0.01 0.00 0.00
H -2.29988 -0.35541 1.88885 0.03 0.02 -0.02
H -3.48301 -2.69605 3.46987 0.01 0.00 0.00
H -1.92700 -1.93473 3.81413 0.10 -0.01 0.04
H -3.42759 -1.01945 3.98687 -0.01 0.00 0.01
H -3.14195 -4.19357 1.53420 0.00 -0.03 0.03
H -1.59023 -5.10216 -0.53388 0.00 -0.03 0.01
H -0.08374 -3.94632 -2.49050 0.00 -0.04 0.00
H 2.62272 -4.22531 -2.20378 0.00 -0.04 0.02
H 4.58167 -2.33054 -2.05890 0.03 0.00 0.00
H 3.01429 0.91899 -0.58186 -0.01 0.01 -0.02
H 5.39464 -0.06027 -0.59087 -0.01 0.00 0.03
H 5.29467 -0.08372 -2.35451 0.01 0.00 -0.01
H 5.22402 1.44494 -1.50237 0.00 0.02 0.02
H 3.22246 0.25930 -3.56070 0.00 -0.01 -0.01
H 1.72349 0.71630 -2.75492 0.00 -0.03 0.00
H 3.06270 1.86901 -2.85919 0.02 0.02 -0.01
H -0.71177 -2.35357 -4.45338 0.00 -0.01 -0.02
H -1.21948 0.29942 -4.93319 0.02 0.02 -0.03
H -1.12700 2.35237 -3.49390 0.05 0.02 0.03
H -0.07203 2.21383 -0.62878 0.00 -0.03 0.09
H 0.87576 2.60788 -2.07059 -0.05 0.03 0.02
H -0.41973 3.67713 -1.54316 0.00 0.02 -0.01
H -2.63600 1.54721 -0.97633 -0.02 -0.01 0.04
H -2.88171 3.02899 -1.93595 -0.03 0.06 0.03
H -3.25888 1.45996 -2.63120 0.00 -0.02 0.01
C 4.07457 -2.23101 2.35536 0.00 -0.02 -0.01
C 3.00155 -1.42830 3.08758 0.01 -0.01 -0.03
O 3.30031 -1.26385 4.46902 0.16 -0.06 0.08
P 1.45063 -2.36194 3.14595 -0.01 0.10 -0.06
O 1.73961 -3.69553 3.94098 0.02 0.07 0.11
O 0.56309 -1.53469 4.16744 -0.17 -0.01 -0.11
O 0.84877 -2.52813 1.81620 -0.08 -0.20 0.11
P 2.73724 0.26171 2.33612 -0.10 -0.06 -0.01
O 4.03611 0.45682 1.42319 -0.06 -0.06 -0.07
O 2.71419 1.26717 3.41299 -0.01 0.02 0.09
O 1.52081 0.28282 1.36692 0.09 -0.08 0.09
H 4.21811 -3.18960 2.85449 -0.02 0.00 0.00
H 5.02307 -1.69628 2.36829 0.00 0.01 0.01
H 3.79948 -2.39832 1.31290 -0.01 -0.01 -0.02
H 4.03630 -0.65010 4.58804 -0.09 0.05 0.01
H 1.93409 -4.46596 3.39857 0.01 -0.14 -0.10
H 1.04022 -1.35261 4.99021 0.10 0.03 0.10
H 4.59430 1.15862 1.77545 0.11 0.11 0.05
C -3.96531 2.03976 2.86453 -0.03 -0.10 0.00
N -2.74838 2.60022 3.42648 0.00 0.20 -0.11
C -2.95466 3.40483 4.62357 0.03 -0.04 0.02
P -1.38148 2.74250 2.44371 0.13 -0.08 0.04
O -1.34228 1.69043 1.40851 -0.08 0.16 0.07
N -0.16564 3.05535 3.45720 -0.04 -0.05 -0.13
C 1.03625 3.71506 2.90657 0.00 0.06 -0.01
C 0.07805 2.09791 4.55565 0.00 0.02 0.03
N -1.79991 4.26551 1.80500 -0.10 -0.06 0.13
C -2.75775 4.33700 0.71480 -0.01 -0.06 -0.06
C -1.65154 5.51134 2.54574 0.02 -0.02 -0.05
H -4.42877 1.39276 3.61215 -0.01 0.00 0.00
H -3.73826 1.46014 1.97675 0.00 0.00 -0.02
H -4.67481 2.83877 2.62622 -0.01 0.00 0.00
H -3.32463 2.75677 5.42050 -0.01 0.00 0.01
H -3.71641 4.16643 4.43241 -0.01 0.00 0.00
H -2.02972 3.87569 4.93863 0.00 -0.01 0.01
H 0.75909 4.38980 2.09721 0.00 0.00 -0.01
H 1.49757 4.29803 3.70262 0.01 0.02 0.01
H 1.75249 2.98323 2.54824 0.00 0.02 0.02
H 0.83285 2.53119 5.20726 0.01 0.00 0.02
H -0.83406 1.94615 5.12952 -0.01 -0.02 0.02
H 0.45226 1.14745 4.18867 0.02 -0.03 -0.01
H -2.89987 3.35972 0.26671 0.04 0.00 0.01
H -2.38059 5.02866 -0.04180 0.01 0.00 0.00
H -3.71018 4.73204 1.08238 0.00 -0.01 0.00
H -0.90645 5.41978 3.32625 0.01 -0.01 0.01
H -2.61355 5.79943 2.98089 -0.01 0.02 0.00
H -1.36019 6.29344 1.84253 0.01 0.02 0.00